(1)
Entry from the OMol25 dataset: 12 unconnected molecules or ions with the total composition C46H96N2O26P2S7 in a non-equilibrium geometry (ωB97M-V with the def2-TZVPD basis set).

CARTESIAN COORDINATES (ANGSTROEM)
C: -31.1806 2.8986 7.5606
O: -41.3619 1.8403 7.8349
O: -36.1073 -1.1174 10.3638
O: -42.7387 3.2602 9.2912
P: -41.7740 1.9850 9.3882
H: -35.8505 -2.6728 0.5745
H: -36.9881 3.2299 9.7810
O: -45.0312 3.7227 1.3959
C: -31.4111 -2.4975 1.6582
C: -45.4502 0.6695 1.7739
H: -28.8204 -1.7050 1.0938
H: -34.7327 3.8449 2.5319
H: -36.0689 -4.1823 6.4017
H: -40.7056 2.1960 1.4443
H: -39.3503 1.6202 7.5259
H: -41.7578 4.6345 10.4568
C: -33.2765 2.3798 5.9983
C: -45.0749 -0.0344 9.2004
S: -31.6972 1.5406 6.4720
H: -42.2148 -0.8558 1.8949
H: -37.6283 2.1443 -1.0763
H: -36.5174 2.0766 11.7633
H: -32.7293 2.5071 8.9820
O: -33.8903 -0.9683 4.7123
H: -41.6566 1.3591 2.5377
H: -36.6398 -4.4400 3.9378
C: -36.4210 -4.8148 -1.2285
H: -43.8268 5.5808 9.8424
H: -38.4897 2.4529 9.3857
H: -38.1185 2.6423 11.9689
H: -41.3072 -0.3610 6.2033
C: -34.2418 -3.2395 -0.6705
H: -37.6103 1.9785 0.6884
C: -44.6085 3.1315 6.0148
O: -43.9343 3.2099 3.7145
C: -34.9841 -0.5813 2.7173
O: -35.7873 6.1605 1.2846
H: -39.5295 -0.2198 5.9279
H: -28.2019 -1.9575 2.7445
O: -42.8655 0.8162 9.6512
H: -30.6191 -0.6634 2.4118
H: -40.7272 4.1624 3.2037
H: -37.6399 7.0158 3.1417
C: -45.0510 3.0245 4.5613
C: -35.9323 -4.8347 0.2063
C: -42.0654 4.5168 9.4148
H: -37.7524 -5.9312 5.4878
H: -33.6062 4.3368 6.8320
H: -44.5635 4.1706 6.3408
H: -45.3066 2.5827 6.6509
C: -40.2454 0.9888 7.5288
O: -38.4365 -1.0885 9.3564
H: -28.8736 -4.2889 2.8416
C: -39.2018 -1.8946 0.8582
H: -45.8008 -0.3061 8.4379
S: -39.9736 -3.5492 1.0129
H: -38.3043 -2.0855 6.3168
N: -34.0358 -1.5656 7.5625
P: -44.0491 2.9271 2.1347
H: -36.6896 -5.0680 0.9598
O: -30.7322 1.4092 5.3960
O: -31.2145 -5.1124 2.4504
H: -33.3631 -3.8520 -0.4420
H: -41.1651 -2.8957 2.9205
H: -32.4733 4.2176 8.7285
S: -30.7751 -4.1725 1.4406
C: -33.6512 3.2982 7.1546
O: -42.5228 3.1453 1.6952
C: -41.4405 -2.9002 1.8653
H: -33.9411 1.5636 5.7089
H: -42.5251 6.6046 9.2895
H: -33.0618 -1.8077 7.3907
H: -41.1736 4.5942 8.7854
H: -45.4571 2.0112 4.4532
H: -37.6325 -2.7737 7.7993
O: -37.5618 4.4089 1.0387
C: -37.1697 0.6155 4.2019
H: -46.5604 -1.0962 2.3504
O: -30.8041 -4.5396 0.0499
O: -40.7094 2.0206 10.3978
H: -37.1464 0.9441 8.0968
H: -37.8866 -3.2738 4.1024
H: -35.3005 -5.7136 0.3840
H: -39.0788 -5.3913 4.4552
C: -43.8173 0.5475 8.6084
H: -45.3994 -0.5443 3.5436
C: -29.0742 -3.7153 1.9403
H: -35.7886 1.1858 9.2832
H: -28.3928 -4.0698 1.1674
H: -30.8347 3.7106 6.9233
C: -35.6840 4.1345 2.9656
C: -45.5587 -0.6823 2.4747
C: -34.9017 -0.5170 4.0967
O: -44.2257 1.3298 2.0975
H: -43.6426 2.6702 6.2303
H: -35.5354 4.0939 5.1285
C: -36.6637 -3.4263 5.8731
H: -36.4049 2.7843 -0.1439
C: -37.6905 5.9309 3.1963
S: -39.0377 -4.3258 6.6733
H: -39.8646 2.6472 3.6419
H: -40.1153 -0.0558 1.4453
O: -39.2100 -4.4281 1.8743
H: -42.2424 -3.6221 1.7176
H: -38.6091 -1.7119 1.7561
H: -35.9230 -2.6539 5.6624
S: -35.0036 -4.0885 -2.1372
H: -45.5663 0.5253 0.6987
C: -37.3607 -4.0562 4.6601
C: -40.4460 0.3096 6.1802
H: -34.4601 -1.0271 6.7745
C: -41.7260 -1.5374 1.1997
C: -37.2901 0.6594 2.7952
C: -37.5416 2.2963 9.8968
O: -36.2498 -0.2901 0.7748
O: -34.0656 -5.0970 -2.5830
H: -36.6802 1.0946 -0.2449
O: -36.1090 0.0899 6.1214
O: -35.5315 -3.1109 -3.0901
H: -35.0198 5.6307 4.3332
C: -30.4018 -1.7223 2.5349
H: -39.0985 0.5926 11.4182
C: -37.5372 1.9183 11.3988
H: -38.5145 -1.8747 0.0157
H: -34.2048 -1.1101 2.1877
O: -40.3548 -3.8049 6.3658
H: -43.4768 5.5782 8.1101
H: -45.8789 3.7113 4.3782
C: -36.1486 -0.1383 1.9959
C: -40.3593 -0.9103 0.8182
H: -37.2089 -4.0743 -1.3659
H: -43.3522 -0.1238 7.8825
C: -32.5207 3.2572 8.2162
H: -44.0588 1.4470 8.0369
O: -32.0295 0.4031 7.3123
O: -38.1587 1.2811 2.1578
H: -37.3152 5.9701 5.3667
C: -40.8322 3.0960 3.4086
H: -42.3748 -1.6962 0.3431
H: -37.7630 -0.0834 12.3804
S: -36.6915 5.2122 1.8840
H: -44.8937 -1.4140 2.0190
C: -36.8669 1.1599 9.1264
H: -30.5388 -1.9962 3.5813
C: -37.8082 -2.9575 6.7404
H: -34.5782 -2.4107 7.7338
C: -37.1683 5.3284 4.4956
O: -40.3623 -3.9651 -0.3258
H: -34.6966 -3.4819 1.4725
H: -40.7065 0.9997 5.3750
H: -34.5939 2.9570 7.5753
H: -40.5315 -0.5070 -0.1826
H: -36.6781 -5.7402 -1.7347
H: -37.7483 4.4599 4.8273
C: -41.4511 2.3892 2.2200
H: -40.0638 0.3146 8.3683
H: -34.0761 -0.9517 8.3773
S: -37.3617 -0.4219 10.0421
H: -31.4514 -2.0877 0.6484
H: -44.8058 -0.7981 9.9280
H: -38.0109 0.9686 4.7833
N: -37.0959 2.0445 -0.2173
H: -45.5707 0.7622 9.7652
C: -38.3425 -5.0630 5.1834
C: -36.0772 0.0444 4.8462
C: -35.1856 -3.5419 0.4992
H: -41.4636 2.9751 4.2902
H: -33.8477 -2.2589 -0.9184
C: -38.0130 0.5102 11.5039
C: -29.0228 -2.1666 2.0603
H: -46.2663 1.3317 2.0695
H: -30.4423 2.5465 8.2736
O: -38.9614 -5.2770 7.7658
H: -32.4180 -2.5025 2.0738
C: -43.0312 5.6605 9.0976
H: -38.7198 5.6055 3.0588
H: -36.3538 3.2650 2.9935
C: -35.7373 4.8057 4.3343
H: -33.1386 2.9803 5.0993

**Gap between HOMO and LUMO**: 7.45 eV
**E_HOMO**: -7.9 eV
**ΔE to the lowest compared entry with this formula, charge and spin**: 0.00 kJ/mol
**Calculated total energy**: -7346.23102 hartree

---

(2)
Entry from the OMol25 dataset: C4H7NO2 in the gas phase (ωB97M-V with the def2-TZVPD basis set).

CARTESIAN COORDINATES (ANGSTROEM)
H: -0.4760 0.8369 1.7456
H: 1.5855 1.5329 -0.4730
H: -1.4232 -1.2572 -2.9994
H: 1.2949 0.7088 1.9480
H: 1.2272 -1.2885 0.4055
C: 0.4773 0.6071 1.2333
C: -0.0111 0.0632 -0.7470
N: -0.5629 -0.0595 -1.8799
C: 0.2832 -0.7447 0.5254
H: -1.2360 -1.0101 1.6270
C: 0.5642 1.3218 -0.1363
H: -0.0375 2.2231 -0.2465
O: -0.6542 -1.5922 1.1170
O: -1.0313 -1.3414 -2.1196

**Gap between HOMO and LUMO**: 10.57 eV
**SMILES**: O/N=C1/CC[C@H]1O
**E_HOMO**: -9.6 eV
**ΔE to the lowest compared entry with this formula, charge and spin**: 333.87 kJ/mol
**Calculated total energy**: -361.75369 hartree

---

(3)
Entry from the OMol25 dataset: C11H22N2O3S in the gas phase (ωB97M-V with the def2-TZVPD basis set).

CARTESIAN COORDINATES (ANGSTROEM)
C: 4.3862 3.2194 0.2691
H: -2.8832 -0.8881 0.9211
H: 1.9807 -5.4641 0.2798
C: 1.5403 -4.4908 0.4676
H: -4.5804 -0.6294 0.4982
H: 2.6299 -0.5548 -1.3285
H: 3.4272 -0.4689 0.2516
H: 1.4222 0.7421 1.1678
H: 0.7406 -1.8224 -0.3055
C: -0.7843 0.7094 0.0716
H: 5.1850 3.1694 1.0039
C: -3.5567 -0.5699 0.1254
H: 0.4376 1.3648 -1.4610
C: 2.4667 1.9869 -0.2471
C: 1.7086 -1.7584 0.1921
H: -3.2841 2.8349 0.7427
H: 3.8275 4.1517 0.3701
H: -2.3739 -1.4585 -1.4507
C: -3.2461 0.8947 -0.2076
H: 1.5567 -1.7552 1.2719
H: -1.7282 1.2952 -1.6320
H: -4.5388 1.7247 1.3101
H: -3.8832 1.2139 -1.0405
C: -3.3980 -1.4830 -1.0843
C: -3.5012 1.7999 0.9967
H: 4.7900 3.1577 -0.7431
H: -2.8576 1.4980 1.8175
C: 1.6518 0.7490 0.0944
S: 2.6637 -3.2548 -0.2401
O: 3.5379 2.1062 0.5294
O: -0.8213 0.3246 1.2238
C: 2.4600 -0.5152 -0.2503
H: -4.0610 -1.1739 -1.8908
H: -3.6397 -2.5088 -0.8171
H: 1.4455 -4.3231 1.5369
H: 0.5707 -4.4189 -0.0175
N: -1.8716 1.0500 -0.6676
N: 0.4034 0.7920 -0.6279
O: 2.1769 2.7536 -1.1304

**Gap between HOMO and LUMO**: 9.16 eV
**SMILES**: CC[C@@H](C)NC(=O)N[C@@H](CCSC)C(=O)OC
**E_HOMO**: -8.4 eV
**ΔE to the lowest compared entry with this formula, charge and spin**: 0.00 kJ/mol
**Calculated total energy**: -1165.81209 hartree